w | C20H15ClN4 in the gas phase, computed with wB97M-V/def2-TZVPD.

```
40
Properties=species:S:1:pos:R:3:lowdin_charge:R:1
Cl 6.310 0.678 -1.737 0.662
N -4.736 3.633 0.983 0.052
N -2.372 -1.573 -0.861 0.069
N -1.180 -1.900 -1.310 0.073
N 1.076 -1.997 -1.249 0.106
C -1.556 -0.014 2.381 -0.004
C -5.473 2.735 1.615 -0.150
C 3.390 -2.027 -1.847 -0.020
C 4.767 -0.091 -1.591 -0.686
C -0.459 0.136 3.187 -0.056
C 3.683 0.625 -1.110 -0.097
C -0.141 -1.004 0.665 -0.085
C -3.738 3.192 0.237 -0.141
C -2.529 -0.916 0.254 -0.253
C 0.957 -0.890 1.535 -0.023
C -5.245 1.371 1.543 -0.027
C 4.621 -1.417 -1.970 -0.105
C 0.795 -0.332 2.775 -0.057
C 2.451 0.012 -0.991 -0.033
C -4.197 0.905 0.755 -0.233
C -3.430 1.850 0.084 -0.014
C -3.944 -0.570 0.613 -0.091
C -1.427 -0.611 1.114 -0.095
C -0.089 -1.590 -0.643 -0.258
C 2.291 -1.328 -1.342 -0.258
H -6.287 3.133 2.207 0.103
H 3.270 -3.058 -2.144 0.115
H -3.158 3.955 -0.265 0.105
H 1.639 -0.252 3.444 0.109
H 1.921 -1.262 1.225 0.114
H 5.465 -1.965 -2.358 0.106
H -5.874 0.681 2.085 0.111
H 0.898 -2.664 -1.990 0.146
H -2.611 1.545 -0.551 0.115
H -0.560 0.599 4.158 0.109
H -4.579 -0.956 -0.191 0.131
H 3.799 1.663 -0.840 0.107
H -4.227 -1.083 1.536 0.127
H -2.526 0.323 2.713 0.114
H 1.607 0.583 -0.634 0.116
```

Values from the calculation:
Spin multiplicity: 1
SMILES: Clc1ccc(Nc2nnc(Cc3ccncc3)c3ccccc23)cc1
Lowest unoccupied orbital energy (eV): -0.19
E_HOMO (eV): -8.17

***

x | C20H15ClN4 in the gas phase, computed with wB97M-V/def2-TZVPD.

```
40
Properties=species:S:1:pos:R:3:lowdin_charge:R:1
Cl -6.842 1.984 -0.218 0.663
N 1.297 -1.315 1.772 0.073
N -2.181 -1.212 1.463 0.106
N 0.006 -1.349 2.010 0.075
N 4.776 3.018 0.279 0.051
C 3.052 1.440 -0.205 -0.015
C -0.883 -1.159 -2.703 -0.056
C 3.761 0.419 0.416 -0.201
C -3.099 0.696 0.236 -0.034
C -4.531 -0.780 1.478 -0.019
C -4.200 1.433 -0.153 -0.097
C 0.490 -1.036 -2.944 -0.059
C -5.465 1.060 0.272 -0.686
C -3.251 -0.432 1.043 -0.258
C 1.378 -0.997 -1.903 -0.024
C 1.771 -1.112 0.573 -0.238
C -5.633 -0.042 1.096 -0.105
C -0.872 -1.177 1.045 -0.256
C -1.364 -1.199 -1.421 -0.023
C 3.604 2.711 -0.244 -0.145
C 0.917 -1.049 -0.572 -0.106
C 5.451 2.051 0.876 -0.148
C 4.993 0.747 0.973 -0.022
C -0.479 -1.110 -0.333 -0.084
C 3.265 -1.004 0.490 -0.088
H 5.585 -0.003 1.475 0.110
H -4.656 -1.637 2.123 0.115
H 2.436 -0.927 -2.099 0.114
H 2.086 1.262 -0.653 0.100
H -2.262 -1.581 2.403 0.146
H -6.619 -0.318 1.435 0.106
H 6.406 2.337 1.296 0.104
H 3.076 3.528 -0.720 0.105
H 3.637 -1.553 -0.379 0.123
H -4.075 2.304 -0.776 0.107
H -2.421 -1.315 -1.240 0.114
H 3.677 -1.469 1.387 0.121
H -1.565 -1.229 -3.538 0.109
H -2.114 1.007 -0.079 0.116
H 0.849 -0.991 -3.962 0.109
```

Values from the calculation:
Spin multiplicity: 1
SMILES: Clc1ccc(Nc2nnc(Cc3ccncc3)c3ccccc23)cc1
Lowest unoccupied orbital energy (eV): -0.23
E_HOMO (eV): -8.16

***

Most stable of them? w.

***

w | 5 unconnected molecules or ions with the total composition C3H14O5, computed with wB97M-V/def2-TZVPD.

```
22
Properties=species:S:1:pos:R:3:lowdin_charge:R:1
O -1.599 3.281 1.010 0.055
O 0.483 -0.903 2.843 -0.048
O 1.020 -1.343 -2.005 -0.063
O 0.992 -2.772 0.217 -0.070
O 2.365 1.417 -1.551 -0.059
C -0.735 1.141 0.217 -0.178
C -0.980 2.268 1.193 -0.278
C -2.146 0.635 -0.202 -0.084
H 0.323 -1.823 3.064 0.041
H -0.229 1.519 -0.662 0.094
H 1.726 -2.226 0.530 0.040
H 2.562 0.479 -1.595 0.010
H -0.175 0.349 0.706 0.067
H -2.243 -0.446 -0.078 0.067
H -0.559 2.099 2.203 0.123
H -2.910 0.988 0.491 0.073
H -2.434 0.885 -1.218 0.072
H 0.829 -2.156 -2.499 0.056
H 1.697 1.665 -2.194 0.029
H 0.092 -1.198 -1.760 0.047
H 0.520 -0.787 1.893 -0.018
H 1.400 -3.071 -0.601 0.023
```

Values from the calculation:
Spin multiplicity: 1
SMILES: CCC=O.O.O.O.O
Lowest unoccupied orbital energy (eV): -0.02
E_HOMO (eV): -9.66

***

x | 5 unconnected molecules or ions with the total composition C3H14O5, computed with wB97M-V/def2-TZVPD.

```
22
Properties=species:S:1:pos:R:3:lowdin_charge:R:1
O -2.675 1.556 -2.163 -0.024
O -0.265 -2.325 -0.944 -0.029
O -0.536 -2.125 1.568 -0.033
O 1.297 -0.014 -2.318 -0.080
O 1.632 0.767 0.339 -0.018
C 0.825 0.415 2.531 -0.059
C -0.511 1.695 0.683 0.070
C 0.556 0.971 1.153 -0.411
H -0.652 2.120 -0.296 0.050
H -2.411 0.986 -1.547 -0.068
H -2.905 1.089 -3.016 0.079
H -0.079 -1.582 -1.368 -0.076
H 0.716 0.356 -3.043 0.075
H -0.752 -2.698 2.297 0.041
H -1.295 1.821 1.338 0.027
H 0.000 0.658 3.172 0.068
H 1.037 -0.644 2.513 0.055
H 2.358 0.160 0.566 0.126
H -0.715 -2.512 0.760 -0.054
H 1.520 0.755 -1.780 0.017
H 1.633 0.857 3.201 0.104
H 0.696 -2.721 -0.856 0.140
```

Values from the calculation:
Spin multiplicity: 1
SMILES: C=C(C)O.O.O.O.O
Lowest unoccupied orbital energy (eV): 0.46
E_HOMO (eV): -8.62

***

Most stable of them? w.

***

w | A gas-phase ion, C11H16N (charge +1), computed with wB97M-V/def2-TZVPD.

```
28
Properties=species:S:1:pos:R:3:lowdin_charge:R:1
N 2.613 0.202 0.962 0.046
C -1.269 -0.104 1.125 -0.324
C -1.285 0.326 -2.390 0.011
C 0.905 -0.400 -0.524 0.000
C 2.310 -0.333 -0.107 -0.147
C -0.334 -0.692 -2.657 -0.020
C 0.682 -1.009 -1.818 -0.014
C -2.326 0.941 1.430 -0.097
C -1.214 0.899 -1.053 0.015
C -1.924 -1.471 0.794 -0.051
C -0.251 0.512 -0.058 -0.170
C 3.961 0.658 1.304 -0.059
H 4.169 1.151 2.221 0.069
H -2.379 -1.426 -0.200 0.080
H -1.989 1.991 1.452 0.100
H -0.320 -1.235 -3.623 0.143
H 4.659 -0.125 1.196 0.074
H 4.123 1.518 0.644 0.102
H -1.935 0.754 -3.175 0.128
H -2.035 1.661 -0.808 0.147
H -2.716 0.582 2.391 0.097
H -3.229 0.838 0.683 0.127
H -1.292 -2.391 1.119 0.125
H 2.977 -0.647 -0.825 0.111
H 1.379 -1.730 -2.189 0.119
H -2.821 -1.516 1.429 0.081
H 0.135 1.228 0.691 0.164
H -0.590 -0.182 1.986 0.142
```

Values from the calculation:
Spin multiplicity: 1
Total charge: +1
Lowest unoccupied orbital energy (eV): -5.90
E_HOMO (eV): -13.30

***

x | A gas-phase ion, C11H16N (charge +1), computed with wB97M-V/def2-TZVPD.

```
28
Properties=species:S:1:pos:R:3:lowdin_charge:R:1
N 0.336 0.927 -0.705 0.016
C -1.424 3.073 -0.842 0.021
C -1.788 -1.380 0.233 -0.033
C 1.265 -0.209 -0.763 -0.143
C -0.880 -0.391 0.897 -0.321
C -0.275 3.020 -1.635 -0.031
C 0.579 2.000 -1.570 0.010
C 0.457 -0.968 0.989 -0.172
C 1.271 -0.432 2.072 -0.069
C -1.632 1.971 -0.024 0.018
C 1.013 -1.025 -1.944 -0.069
C -0.764 0.899 0.060 -0.107
H 2.282 0.012 -0.379 0.148
H 1.343 -2.099 -1.846 0.122
H 0.510 -2.029 0.701 0.141
H 1.565 2.092 -1.946 0.142
H -1.330 -0.091 1.775 0.133
H -2.325 3.732 -0.753 0.150
H -0.018 3.828 -2.355 0.145
H 1.121 0.627 2.286 0.104
H -0.095 -1.106 -2.146 0.096
H -1.360 -1.756 -0.701 0.069
H 2.340 -0.702 1.975 0.105
H -2.630 1.798 0.374 0.137
H -1.754 -2.334 0.853 0.127
H 1.248 -0.474 -2.833 0.076
H -2.751 -0.852 0.016 0.109
H 0.909 -0.973 2.890 0.077
```

Values from the calculation:
Spin multiplicity: 1
Total charge: +1
Lowest unoccupied orbital energy (eV): -4.26
E_HOMO (eV): -12.95

***

Most stable of them? x.

***

w | 2 unconnected molecules or ions with the total composition C5H15NP, computed with wB97M-V/def2-TZVPD.

```
22
Properties=species:S:1:pos:R:3:lowdin_charge:R:1
P 2.332 1.673 2.023 0.752
N -0.965 -1.549 -1.029 -0.206
C 0.652 1.381 1.795 -0.550
C -0.952 -1.879 0.226 0.205
C 0.269 -1.341 -1.864 0.032
C -2.172 -1.195 -1.764 -0.004
C 0.114 1.802 0.423 -0.259
H 1.067 -1.293 -1.067 0.116
H 0.533 -1.794 -2.695 0.045
H 3.207 2.886 1.923 -0.030
H -1.989 -1.211 -2.848 0.114
H 3.114 0.949 1.044 -0.033
H 0.226 -0.172 -2.096 0.153
H -1.951 -1.866 0.748 0.161
H 0.793 1.880 -0.487 0.069
H 0.004 1.642 2.678 0.039
H 0.005 -1.992 0.610 0.093
H -2.927 -2.024 -1.589 0.134
H -2.487 -0.269 -1.363 0.096
H 2.821 1.014 3.247 -0.003
H -0.327 0.863 -0.054 0.013
H -0.532 2.675 0.456 0.060
```

Values from the calculation:
Spin multiplicity: 1
Total charge: +1
Lowest unoccupied orbital energy (eV): -4.78
E_HOMO (eV): -10.44

***

x | 2 unconnected molecules or ions with the total composition C5H15NP, computed with wB97M-V/def2-TZVPD.

```
22
Properties=species:S:1:pos:R:3:lowdin_charge:R:1
P 2.712 -0.764 0.149 0.904
N 0.036 -1.470 -0.746 0.104
C -1.521 0.398 0.348 -0.220
C 1.519 0.621 0.569 -0.367
C -2.874 -0.367 0.184 -0.088
C 1.422 1.625 -0.544 -0.160
C -0.327 -0.582 0.397 -0.174
H 1.200 -1.326 -0.918 0.057
H -0.309 -0.931 1.400 0.107
H 2.412 2.005 -0.785 0.084
H -0.281 -1.268 -1.633 0.113
H 0.775 2.472 -0.296 0.094
H 3.781 -0.075 -0.501 -0.050
H -1.270 0.952 -0.568 0.104
H 0.877 1.315 -1.327 0.020
H -0.311 -2.406 -0.591 0.156
H -1.594 0.882 1.302 0.114
H 3.326 -0.989 1.379 -0.067
H -3.217 -0.893 1.153 0.113
H -3.514 0.441 -0.112 0.067
H -2.862 -1.204 -0.514 0.060
H 1.381 0.904 1.523 0.029
```

Values from the calculation:
Spin multiplicity: 1
Total charge: +1
Lowest unoccupied orbital energy (eV): -3.15
E_HOMO (eV): -13.17

***

Most stable of them? x.

***

w | C4H5NS2 in the gas phase, computed with wB97M-V/def2-TZVPD.

```
12
Properties=species:S:1:pos:R:3:lowdin_charge:R:1
S 2.992 -1.222 -0.171 0.710
S -3.025 -1.250 0.031 0.705
N -0.072 1.342 -0.154 0.084
C 0.668 0.135 -0.442 -0.346
C 1.751 -0.374 0.412 -0.641
C -0.642 0.099 0.306 -0.360
C -1.849 -0.260 -0.431 -0.649
H 0.678 -0.264 -1.456 0.134
H -0.706 -0.107 1.348 0.128
H 0.383 1.907 0.543 0.108
H -1.892 0.133 -1.453 0.067
H 1.715 -0.138 1.468 0.059
```

Values from the calculation:
Spin multiplicity: 1
SMILES: S=C[C@@H]1N[C@H]1C=S
Lowest unoccupied orbital energy (eV): -0.91
E_HOMO (eV): -9.01

***

x | C4H5NS2 in the gas phase, computed with wB97M-V/def2-TZVPD.

```
12
Properties=species:S:1:pos:R:3:lowdin_charge:R:1
S -0.249 2.902 0.659 0.689
S -1.745 -1.010 -0.127 0.931
N -1.200 1.496 0.471 -0.414
C -0.316 -1.987 -0.606 -0.395
C 0.858 -1.382 -0.394 -0.214
C 0.807 0.000 0.147 -0.212
C -0.676 0.395 0.191 -0.728
H -0.448 -2.963 -1.050 0.065
H -1.407 3.703 0.668 -0.104
H 1.791 -1.914 -0.612 0.108
H 1.302 0.737 -0.548 0.121
H 1.284 0.023 1.201 0.153
```

Values from the calculation:
Spin multiplicity: 1
SMILES: S/N=C1\CC=CS1
Lowest unoccupied orbital energy (eV): 0.83
E_HOMO (eV): -8.16

***

Most stable of them? x.

***

w | 3 unconnected molecules or ions with the total composition C4H14NO, computed with wB97M-V/def2-TZVPD.

```
20
Properties=species:S:1:pos:R:3:lowdin_spin:R:1
O -0.312 -0.699 -0.390 1.043
N 1.910 -0.226 1.207 -0.738
C 2.270 1.203 -0.786 -0.073
C -3.259 -0.423 -0.771 0.331
C 2.858 0.164 0.179 -0.099
C -3.144 0.065 0.655 0.230
H 1.310 0.819 -1.169 0.007
H 2.126 2.164 -0.296 0.000
H 3.047 -0.746 -0.422 -0.026
H 0.976 -0.453 0.785 -0.018
H -2.154 -0.651 -1.090 0.157
H 1.872 0.436 1.992 -0.021
H -3.701 0.348 -1.402 0.003
H 2.925 1.357 -1.644 -0.009
H -2.474 0.927 0.747 0.038
H -2.685 -0.714 1.259 0.005
H -4.178 0.331 1.006 0.105
H 3.799 0.454 0.640 -0.001
H -3.814 -1.365 -0.894 0.049
H -0.211 -1.622 -0.730 0.014
```

Values from the calculation:
Spin multiplicity: 2
Total charge: +2
Lowest unoccupied orbital energy (spin up / spin down) (eV): -11.47 / -14.45
E_HOMO (spin up / spin down) (eV): -20.50 / -20.33

***

x | 2 unconnected molecules or ions with the total composition C4H14NO, computed with wB97M-V/def2-TZVPD.

```
20
Properties=species:S:1:pos:R:3:lowdin_spin:R:1
O 2.437 1.195 -0.461 0.653
N -1.786 -0.573 -0.592 0.000
C 1.597 -1.048 -0.599 0.101
C 1.822 0.187 0.335 0.140
C -2.730 0.334 0.161 0.000
C 0.632 0.852 1.034 0.008
H -1.765 -1.487 -0.134 0.000
H 2.537 -1.578 -0.742 0.000
H 2.556 -0.105 1.120 0.074
H 0.987 1.684 1.643 0.002
H -3.734 -0.074 0.102 0.000
H 3.234 0.760 -0.861 0.003
H -2.000 -0.684 -1.586 0.000
H -2.694 1.286 -0.368 0.000
H 0.104 0.139 1.672 -0.001
H -0.819 -0.181 -0.530 0.000
H 0.900 -1.742 -0.121 0.013
H -0.077 1.253 0.301 0.005
H 1.198 -0.714 -1.561 0.000
H -2.399 0.493 1.186 0.000
```

Values from the calculation:
Spin multiplicity: 2
Total charge: +2
Lowest unoccupied orbital energy (spin up / spin down) (eV): -7.18 / -13.65
E_HOMO (spin up / spin down) (eV): -21.70 / -21.88

***

Most stable of them? x.

***

w | A molecular structure, CdH12O6, computed with wB97M-V/def2-TZVPD.

```
19
Properties=species:S:1:pos:R:3:lowdin_charge:R:1
Cd 0.102 0.050 -0.024 1.263
O -1.540 -0.884 -0.800 -0.074
O 1.755 0.782 0.877 -0.067
O 1.177 -1.617 -0.628 -0.064
O -1.250 1.524 0.459 -0.069
O 0.454 1.112 -1.710 -0.069
O -0.416 -0.815 1.725 -0.083
H -1.316 -1.103 1.871 0.089
H 0.498 0.899 -2.642 0.102
H -1.109 2.368 0.889 0.104
H -2.179 1.338 0.593 0.090
H 1.230 -2.542 -0.388 0.102
H -2.427 -0.539 -0.905 0.096
H 2.642 0.608 0.561 0.097
H 0.029 -0.985 2.555 0.102
H 0.318 2.059 -1.686 0.092
H -1.589 -1.778 -1.140 0.100
H 1.874 1.058 1.786 0.099
H 1.747 -1.535 -1.393 0.091
```

Values from the calculation:
Spin multiplicity: 1
Total charge: +2
Lowest unoccupied orbital energy (eV): -7.09
E_HOMO (eV): -19.70

***

x | A molecular structure, CdH12O6, computed with wB97M-V/def2-TZVPD.

```
19
Properties=species:S:1:pos:R:3:lowdin_charge:R:1
Cd 19.357 18.098 -17.545 1.700
O 19.253 18.087 -20.832 -0.067
O 19.289 18.214 -14.635 -0.053
O 18.102 20.812 -18.129 -0.065
O 22.103 19.339 -17.412 -0.064
O 16.534 16.680 -17.619 -0.070
O 20.693 15.360 -17.528 -0.067
H 22.941 19.244 -17.865 0.062
H 16.257 15.796 -17.376 0.055
H 18.552 17.844 -21.436 0.053
H 21.635 15.233 -17.422 0.057
H 20.316 14.491 -17.390 0.058
H 15.753 17.080 -18.001 0.053
H 19.255 17.469 -14.034 0.067
H 18.623 18.818 -14.307 0.060
H 17.438 21.357 -17.708 0.060
H 22.322 19.788 -16.595 0.056
H 18.166 21.157 -19.020 0.055
H 20.035 18.141 -21.381 0.051
```

Values from the calculation:
Spin multiplicity: 1
Total charge: +2
Lowest unoccupied orbital energy (eV): -11.44
E_HOMO (eV): -18.73

***

Most stable of them? w.